# C14H14BO4

2 unconnected molecules or ions with the total composition C14H14BO4 (ωB97M-V/def2-TZVPD, the OMol25 dataset).

Calculated values
* F_max: 0.7 eV/Å
* net charge: -1
* E: -23612.4888 eV
* HOMO: -0.143 hartree

Structure (XYZ):
```
33
Properties=species:S:1:pos:R:3:forces:R:3:mulliken_charge:R:1
B 4.40748 -0.19231 -0.92042 0.22 0.02 0.18 0.921
O 4.16333 1.07441 -1.72661 -0.06 -0.15 -0.14 -0.637
C 2.79379 1.11598 -2.00593 0.01 0.39 0.33 -0.539
C 2.34035 -0.31063 -1.74927 0.32 -0.22 -0.13 0.274
C 0.87748 -0.63020 -1.70858 -0.21 0.38 -0.06 0.269
C -0.08356 0.16784 -2.34524 0.71 -0.09 0.15 -0.235
C -1.42326 -0.16315 -2.30402 -0.18 -0.04 0.03 -0.650
C -1.83143 -1.29620 -1.61774 -0.05 -0.24 0.19 -0.399
C -0.88667 -2.09574 -0.97107 -0.44 0.13 -0.18 -0.569
C 0.45449 -1.76432 -1.02582 0.09 -0.10 0.18 -0.267
O 3.00750 -0.63890 -0.56479 0.12 -0.08 -0.11 -0.916
H 5.11376 0.03093 0.06128 -0.21 0.00 0.06 -0.278
H 4.93969 -1.08079 -1.62055 -0.05 0.11 -0.09 -0.303
H 2.57281 1.47482 -3.02095 0.17 -0.06 -0.08 0.221
H 2.28952 1.79530 -1.29286 -0.20 -0.01 -0.10 0.302
H 2.81226 -0.89495 -2.56673 -0.27 -0.10 -0.11 -0.005
H 0.24592 1.06071 -2.86354 -0.05 0.00 0.00 0.276
H -2.14640 0.48303 -2.78539 -0.07 -0.04 0.01 0.368
H -2.88368 -1.55060 -1.56143 0.01 0.01 -0.02 0.379
H -1.21673 -2.96724 -0.41499 0.05 0.00 -0.05 0.373
H 1.19931 -2.36771 -0.52128 0.02 0.06 0.00 0.412
C -2.96725 1.10621 3.96219 -0.02 0.02 -0.02 -0.415
C -3.38945 1.56728 2.78937 0.00 -0.01 0.04 -0.409
C -2.68258 1.22726 1.52447 0.03 -0.02 0.03 0.212
O -3.08295 1.65559 0.46420 -0.02 0.01 -0.02 -0.531
C -1.48559 0.35292 1.62241 0.00 0.00 -0.11 0.007
C -1.06599 -0.10600 2.79946 0.02 -0.01 0.01 -0.329
C -1.77062 0.22979 4.05853 0.01 0.00 -0.02 0.319
O -1.39799 -0.19110 5.13424 -0.01 -0.01 0.02 -0.562
H -3.46367 1.33881 4.89609 0.02 -0.01 0.01 0.397
H -4.25810 2.20641 2.69103 0.00 0.00 -0.02 0.404
H -0.98702 0.10473 0.69188 0.01 0.05 0.00 0.432
H -0.19474 -0.74219 2.89207 0.01 0.01 0.00 0.478
```
Forces are in eV/Å.